Density functional theory data (the ωB97M-V functional and the def2-TZVPD basis) for C12H24CuO12 as an isolated structure in a non-equilibrium geometry.

Positions of all 49 atoms, in Å:
Cu 0.69427 0.02038 1.68771
C 0.71106 3.85188 2.14454
O -0.74700 3.81137 2.18686
C -1.33170 2.72520 2.45723
O -0.85316 1.64981 2.61207
O -2.64843 3.07367 2.59543
C -3.76393 2.24723 2.82784
H 1.20473 3.09251 2.75096
H 1.16061 4.79067 2.46811
H 1.01289 3.85211 1.09717
H -3.68667 1.80640 3.82173
H -3.82818 1.46925 2.06711
H -4.60123 2.93780 2.72709
C 0.53710 0.76891 -3.98649
O 0.25180 0.82687 -2.55546
C 1.13619 1.12781 -1.61465
O 0.97119 0.87901 -0.43800
O 2.32075 1.58460 -2.16924
C 3.42712 1.71749 -1.25900
H 1.54358 0.38483 -4.15258
H 0.39676 1.74527 -4.45029
H -0.18768 0.09430 -4.44221
H 3.56772 2.75606 -0.95948
H 4.32618 1.41502 -1.79595
H 3.26966 1.11564 -0.36396
C 0.97590 -4.05092 -1.94422
O 0.65876 -3.51146 -0.65156
C 1.50485 -2.81367 0.15211
O 1.19091 -2.30995 1.22219
O 2.71510 -2.70222 -0.46923
C 3.74830 -1.97202 0.09424
H 0.11413 -4.52632 -2.41266
H 1.81474 -4.74561 -1.90107
H 1.23288 -3.24957 -2.63695
H 4.60682 -1.87910 -0.57091
H 4.14517 -2.38499 1.02162
H 3.42188 -0.94939 0.28336
C -2.19371 -0.98283 -1.94038
O -2.94294 -1.42531 -0.81984
C -2.45071 -1.28596 0.41226
O -1.27991 -0.94525 0.69413
O -3.42270 -1.58327 1.21976
C -3.25348 -1.45002 2.66122
H -2.51902 -1.52290 -2.82954
H -1.16252 -1.30111 -1.78727
H -2.25109 0.08650 -2.14368
H -2.38460 -0.81302 2.82668
H -3.02536 -2.41286 3.11841
H -4.12703 -1.01284 3.14482

Properties
E_tot, a.u.: -3014.75699
Highest occupied orbital energy, eV: -12.81
Orbital gap, eV: 9.8
Net charge: +1
Energy relative to the best compared isomer or geometry (same formula, charge and spin), eV: 1.777


Density functional theory data (the ωB97M-V functional and the def2-TZVPD basis) for C30H15Cl5N5O3PdS3 as an isolated structure in a non-equilibrium geometry.

Positions of all 62 atoms, in Å:
Pd -1.32435 -0.53215 -0.53622
O -1.95961 5.31700 3.13421
C -2.57454 4.89440 2.10343
O -3.52106 5.63781 1.75197
C -2.31364 3.59896 1.49320
C -2.73710 3.34660 0.18515
C -2.56284 2.06308 -0.37611
N -1.76257 1.12453 0.26109
C -1.29309 1.36377 1.52700
C -1.51289 2.61040 2.11074
C -0.57945 0.20234 2.09661
C -0.06560 0.06103 3.43249
C 0.67056 -1.06517 3.71370
C 0.76991 -2.09617 2.80306
C 0.19176 -1.95700 1.56329
N -0.44452 -0.81222 1.20791
C -3.01398 1.50517 -1.67399
C -3.95763 2.14340 -2.51004
C -4.29858 1.52039 -3.71662
C -3.72955 0.27573 -3.99352
C -2.84738 -0.32192 -3.10867
N -2.54393 0.24590 -1.94302
H -3.25644 4.12137 -0.45617
H -1.15527 2.73871 3.11914
H -0.13171 0.93920 4.13067
H 1.16475 -1.21309 4.64374
H 1.32273 -2.97870 3.04532
H 0.31546 -2.64959 0.73490
H -4.44596 3.02804 -2.14734
H -4.96374 2.03829 -4.40858
H -4.06203 -0.23043 -4.90179
H -2.44956 -1.30781 -3.32752
Cl -4.32847 -7.27889 -0.38134
C -3.51001 -5.82824 -0.52576
C -4.18577 -4.61360 -0.42238
Cl -5.89064 -4.64462 -0.31446
C -3.52721 -3.40440 -0.38786
Cl -4.12822 -2.02896 0.46802
C -2.14242 -3.42605 -0.84074
O -1.60607 -2.36032 -1.39954
C -1.42679 -4.64002 -0.79717
Cl 0.27293 -4.63863 -1.06516
C -2.11151 -5.83027 -0.64030
Cl -1.16630 -7.23558 -0.58873
S 5.19400 -2.17065 0.23593
C 4.24195 -1.05906 -0.44030
S 2.89971 -1.56468 -1.50266
C 2.32704 0.05738 -1.47839
N 3.12671 0.96330 -0.88128
N 4.21129 0.29348 -0.30567
C 5.24033 1.17156 0.12178
C 4.85023 2.51283 0.32313
C 5.83121 3.48459 0.46902
C 7.15909 3.15170 0.39667
C 7.55881 1.80911 0.28057
C 6.61176 0.79718 0.07780
S 0.80359 0.27522 -2.16274
H 3.81404 2.75764 0.30352
H 5.51507 4.52607 0.65395
H 7.92234 3.89559 0.54293
H 8.62238 1.65907 0.30128
H 6.89280 -0.24264 0.00191

Properties
E_tot, a.u.: -5274.70046
2S+1: 5
Highest occupied orbital energy (spin up / spin down), eV: -8.26 / -10.06
Orbital gap (spin up / spin down), eV: 4.9 / 3.6
Expectation value of S²: 6.090
Net charge: +1
Energy relative to the best compared isomer or geometry (same formula, charge and spin), eV: 1.058


Density functional theory data (the ωB97M-V functional and the def2-TZVPD basis) for C10H40CsF2NO14S2 as an isolated structure in a non-equilibrium geometry.

Positions of all 70 atoms, in Å:
Cs -0.17000 0.08665 0.36862
N 2.91126 1.91707 3.24308
S 1.52605 2.25452 3.81444
O 1.52770 2.46690 5.26500
O 0.30623 1.72122 3.18415
F 1.50280 3.80479 3.31175
S 2.70138 0.28340 3.72185
O 1.95480 -0.60687 2.85494
O 2.70204 0.06918 5.16080
F 4.21486 -0.12564 3.27565
C 3.48246 1.06631 -0.04560
O 2.55499 1.90267 0.59641
H 4.36606 1.57634 -0.42927
H 3.72734 0.31346 0.70364
H 2.95133 0.65835 -0.90558
H 2.78396 1.98589 1.52498
C -3.50585 -0.10866 -1.63206
O -3.55728 -0.70870 -0.40924
H -2.94060 -0.72495 -2.33118
H -4.47197 0.16133 -2.05846
H -2.91551 0.78985 -1.45247
H -4.22413 -1.39799 -0.36679
C 2.74871 -2.79588 0.43584
O 1.90874 -2.42351 -0.62721
H 3.42658 -3.61067 0.18144
H 3.28337 -1.92314 0.81071
H 2.13321 -3.06517 1.29417
H 1.60925 -3.18633 -1.12723
C -3.23254 -0.52501 3.52289
O -3.00419 -0.37493 4.95101
H -2.25999 -0.32547 3.07296
H -3.60017 -1.50143 3.20740
H -3.91179 0.21576 3.10101
H -2.32142 -1.01036 5.17826
C -0.16929 -0.65343 -3.62346
O -0.62183 0.54678 -2.96098
H 0.81825 -1.04901 -3.38599
H -0.76312 -1.55477 -3.47162
H -0.10128 -0.40112 -4.68167
H -0.82272 1.27213 -3.55690
C 1.04869 4.26672 -1.53760
O 2.36781 4.20141 -1.08994
H 0.99671 4.91087 -2.41537
H 0.64456 3.28506 -1.78484
H 0.34022 4.66878 -0.81337
H 2.34016 3.58600 -0.35367
C -1.21393 -3.42226 2.38232
O -1.84352 -2.52526 1.53344
H -0.18810 -3.13488 2.61290
H -1.78297 -3.45974 3.31125
H -1.29888 -4.40361 1.91560
H -2.72203 -2.80958 1.27075
C -2.35944 -4.24547 -2.12575
O -1.34620 -5.14679 -2.53701
H -1.85488 -3.28428 -2.02765
H -2.93633 -4.13021 -3.04336
H -2.88460 -4.49319 -1.20328
H -1.77041 -6.00767 -2.56012
C -2.91247 2.54353 0.89606
O -1.65936 2.83415 0.31206
H -3.70122 2.66056 0.15293
H -3.03454 1.48493 1.12532
H -3.06336 3.13346 1.80011
H -1.56269 3.78783 0.25963
C 3.03785 2.02059 -4.05294
O 3.29262 0.82797 -4.80565
H 2.99738 2.88836 -4.71131
H 2.12349 1.96319 -3.46238
H 3.82524 2.22279 -3.32685
H 2.57252 0.75723 -5.43655

Properties
E_tot, a.u.: -2529.14789
Highest occupied orbital energy, eV: -9.78
Orbital gap, eV: 9.2
Net charge: 0
Energy relative to the best compared isomer or geometry (same formula, charge and spin), eV: 0.000


Density functional theory data (the ωB97M-V functional and the def2-TZVPD basis) for C6H9N3 as an isolated structure in a non-equilibrium geometry.

Positions of all 18 atoms, in Å:
C 2.76610 -0.32420 -0.01841
C 1.85415 -1.25369 0.42114
C 0.82845 0.54819 -0.18189
C -0.81970 -0.42622 0.33719
C -1.53319 -1.43125 -0.65458
C -1.09105 2.16669 0.18812
N 2.08132 0.83227 -0.34879
N 0.62724 -0.64905 0.32653
N -0.50340 0.88013 -0.26548
H 3.79004 -0.24693 -0.05921
H 1.93837 -2.31602 0.59039
H -1.29158 -0.50732 1.25641
H -1.51250 -1.00737 -1.63554
H -2.54132 -1.40045 -0.47169
H -0.97954 -2.33622 -0.58420
H -0.57588 3.02115 -0.10494
H -2.10548 2.16532 -0.03579
H -0.93203 2.28498 1.24074

Properties
E_tot, a.u.: -398.19170
Highest occupied orbital energy, eV: -7.80
Orbital gap, eV: 8.6
Net charge: 0
Energy relative to the best compared isomer or geometry (same formula, charge and spin), eV: 2.279